[1]
The following is a quantum chemistry calculation of C21H39Cl3N7O3SiSr as an isolated structure, from the OMol25 dataset.

Results
Largest force on an atom   3.72 eV/Å
LUMO energy   2.1 eV
Energy relative to the best compared isomer or geometry (same formula, charge and spin)   27.9 kcal/mol
Electronic energy   -85269.923 eV
Highest occupied orbital energy   -2.87 eV
Total charge   -1
Kohn-Sham gap   5.004 eV
2S+1   1

The geometry in XYZ format:
```
75
Properties=species:S:1:pos:R:3:forces:R:3:lowdin_charge:R:1
C -1.635395 -2.168962 -2.533293 0.01 0.28 -0.21 -0.0443
C -1.110624 -3.220901 -1.615312 0.71 -0.78 0.44 -0.2354
H -1.611985 -2.497344 -3.576255 -0.06 0.27 0.05 0.0539
H -1.068859 -1.226281 -2.415013 -0.26 -0.37 -0.05 0.0834
H -2.681566 -1.955702 -2.248180 0.38 0.01 -0.13 0.0904
C -0.749131 -4.461112 -1.982409 -0.29 0.46 -0.10 -0.1310
C -0.634944 -4.975834 -3.383592 -0.15 -0.46 -0.29 -0.1254
H -0.521402 -5.212880 -1.221429 0.19 0.37 0.01 0.0999
H -0.871070 -4.257082 -4.174379 0.03 -0.01 0.26 0.0523
H -1.285638 -5.847487 -3.532009 0.03 0.02 -0.08 0.0607
H 0.386714 -5.332630 -3.562544 -0.03 0.03 -0.04 0.0597
Sr 0.133934 0.430448 0.953085 -0.47 -1.14 -0.72 1.0411
Cl -2.572638 -0.716115 0.958947 -1.17 2.32 1.55 -0.1016
Cl 0.081879 2.143845 -1.216580 0.16 0.27 -0.09 -0.2541
H 0.467616 5.648983 4.450324 0.14 -0.30 -0.13 0.0895
H -1.594957 6.485636 3.081843 0.00 -0.18 -0.11 0.0871
C 0.857764 5.249907 3.500417 -0.31 0.15 -0.09 -0.0355
C -1.089051 6.036073 2.217032 0.05 -0.13 0.08 -0.0539
N -0.264753 4.905818 2.630949 0.02 0.39 0.02 -0.1901
H 1.501562 4.381194 3.669926 -0.25 0.23 -0.11 0.0904
C -0.483111 3.674956 2.139026 0.73 -1.28 -0.09 -0.3027
O 0.211824 2.670354 2.397019 -1.04 1.46 -0.18 -0.1292
H -1.836485 5.702854 1.486558 0.23 0.15 0.20 0.0912
H -1.353795 3.633825 1.443111 0.47 -0.10 0.35 0.1433
H 1.411675 6.076885 3.031075 0.08 -0.36 0.06 0.0884
H -0.455742 6.820776 1.780636 -0.14 -0.23 -0.09 0.0884
H 1.395486 -1.429322 -2.183578 0.21 0.18 0.24 0.0840
H 2.213065 -3.657842 -0.990501 0.16 0.26 0.01 0.0827
C 2.360059 -0.968345 -1.924159 -0.29 -0.22 0.05 -0.0377
C 3.175137 -3.121975 -0.986815 -0.02 0.23 0.18 -0.0525
N 2.956185 -1.692073 -0.801668 0.38 0.34 0.49 -0.1799
H 2.195120 0.080967 -1.654898 0.06 -0.30 -0.09 0.0520
C 3.078746 -1.140835 0.424310 -1.13 0.20 -0.75 -0.3079
O 2.597404 -0.036243 0.756483 1.01 -1.07 -0.15 -0.1755
H 3.788050 -3.473805 -0.147488 -0.10 -0.13 -0.27 0.0817
H 3.627633 -1.795473 1.135676 -0.25 0.34 -0.16 0.1408
H 3.034293 -1.051667 -2.788066 -0.03 0.12 0.20 0.0867
H 3.688746 -3.311867 -1.939737 -0.02 0.10 0.27 0.0846
O 0.133987 -1.910412 -0.080972 3.30 1.70 0.26 -0.3497
C -0.904190 -2.714284 -0.197816 -3.64 0.16 0.67 -0.6214
C 0.140593 -4.256554 1.497364 -0.12 -0.46 0.42 -0.0492
C -1.017545 -3.785400 0.891667 0.37 0.41 -0.83 -0.1919
H 1.100934 -3.885067 1.135241 -0.25 0.00 0.15 0.0965
C 0.052672 -5.198679 2.526565 -0.11 0.14 -0.14 -0.1105
H -1.775945 -1.959336 0.061332 1.01 -3.02 -1.28 -0.1236
C -2.268231 -4.241170 1.306892 0.09 -0.32 0.17 -0.0511
H 0.971372 -5.592898 2.967850 -0.30 0.07 0.04 0.0868
C -1.202684 -5.639029 2.961127 0.01 -0.02 0.04 -0.1345
C -2.370861 -5.170689 2.343640 0.32 0.15 -0.19 -0.1058
H -3.144129 -3.849610 0.791393 0.08 -0.08 0.19 0.1108
H -1.275488 -6.342354 3.790686 0.03 0.07 -0.19 0.0813
H -3.350690 -5.537837 2.654078 0.26 0.11 0.03 0.0890
Si -0.533338 4.778444 -4.426113 -0.08 0.03 0.38 0.0883
Cl -0.801838 3.138572 -5.687969 -0.02 0.08 -0.11 0.2731
C 1.274795 4.785692 -3.937486 -0.06 0.00 -0.01 -0.2250
C -1.677802 4.543468 -2.967807 0.10 -0.21 0.00 -0.2458
C -0.977192 6.330681 -5.395222 0.04 -0.05 -0.14 -0.2324
H 1.514331 3.877013 -3.365189 -0.11 0.24 -0.13 0.0078
H 1.475476 5.658855 -3.299709 0.03 -0.18 -0.12 0.0291
H 1.921246 4.839016 -4.826092 -0.16 0.00 0.24 0.0256
H -0.313417 6.460074 -6.261305 -0.15 -0.01 0.18 0.0231
H -0.881442 7.215959 -4.751077 0.00 -0.16 -0.11 0.0254
H -2.012159 6.286809 -5.761169 0.23 -0.01 0.10 0.0247
H -1.329877 3.663734 -2.396819 -0.16 0.32 -0.21 -0.0881
H -2.715546 4.363828 -3.281996 0.24 0.13 0.02 0.0302
H -1.647782 5.407542 -2.289848 -0.03 -0.08 -0.16 0.0253
N 1.714911 -1.386007 6.250331 -0.08 -0.52 -0.26 0.1095
N 0.815997 -1.308154 5.193149 -0.98 0.11 -1.11 -0.2910
N -0.382668 -1.942845 5.179939 1.54 1.07 -0.82 0.1317
C -0.809054 -1.590545 3.949125 0.15 -0.12 0.56 -0.2060
N 0.036391 -0.786756 3.294706 1.38 -0.40 1.48 -0.0590
N 1.115554 -0.634072 4.103185 -1.66 -0.62 0.39 0.0842
H 2.328404 -0.578934 6.216791 -0.31 0.00 0.07 0.0914
H 1.190856 -1.489720 7.109917 0.03 0.24 -0.06 0.0886
H -1.737411 -1.940057 3.523070 -0.01 0.12 -0.05 0.0870
```
Positions in Å, forces in eV/Å.



[2]
The following is a quantum chemistry calculation of one molecule with the formula CH2N2, from the OMol25 dataset.

Results
Largest force on an atom   1.93 eV/Å
LUMO energy (spin up / spin down)   -0.6 / -0.2 eV
Energy relative to the best compared isomer or geometry (same formula, charge and spin)   82.8 kcal/mol
Electronic energy   -4045.426 eV
Highest occupied orbital energy (spin up / spin down)   -8.81 / -9.71 eV
Kohn-Sham gap (spin up / spin down)   8.187 / 9.556 eV
2S+1   1

The geometry in XYZ format:
```
5
Properties=species:S:1:pos:R:3:forces:R:3:nbo_charge:R:1
C 0.297623 -0.040603 -0.582421 0.17 -0.16 1.01 -0.2209
N -0.889067 0.039080 1.202497 0.44 0.12 -1.88 0.0268
N -1.100246 0.236677 0.064855 -0.33 -0.07 1.13 -0.1425
H 0.986639 0.772229 -0.384830 -0.08 0.24 -0.14 0.1677
H 0.705052 -1.007382 -0.300101 -0.19 -0.13 -0.13 0.1689
```
Positions in Å, forces in eV/Å.



[3]
The following is a quantum chemistry calculation of a 7-piece molecular cluster, C29H39ClN2O22S3 overall, from the OMol25 dataset.

Results
Largest force on an atom   1.66 eV/Å
LUMO energy   -0.2 eV
Structure (SMILES)   O=S1(=O)OC[C@](O)(CCCSC(=S)n2ccnc2)C[C@@H]1Cl.O=C1OCCO1.O=C1OCCO1.O=C1OCCO1.O=C1OCCO1.O=C1OCCO1.O=C1OCCO1
Energy relative to the best compared isomer or geometry (same formula, charge and spin)   9.1 kcal/mol
Electronic energy   -123758.403 eV
Highest occupied orbital energy   -8.76 eV
Kohn-Sham gap   8.576 eV
2S+1   1

The geometry in XYZ format:
```
96
Properties=species:S:1:pos:R:3:forces:R:3:lowdin_charge:R:1
O 4.910816 0.732831 1.534454 -0.88 0.65 -0.49 -0.2784
S 4.881015 -0.643093 1.168271 1.30 0.06 1.04 0.5656
O 6.081504 -1.346849 1.447207 0.36 -0.98 -0.45 -0.2606
O 4.518697 -0.846477 -0.362516 -0.52 0.34 1.04 -0.1656
C 3.229349 -0.211468 -0.596654 -0.02 -0.15 -1.26 -0.1248
C 2.067997 -1.012400 -0.096021 -1.46 -0.52 0.51 -0.4739
O 1.926613 -2.166174 -0.912586 0.77 0.18 -0.39 0.0150
C 0.829103 -0.139789 -0.347942 0.48 0.78 0.30 -0.1009
C 0.724056 1.123947 0.541949 -0.77 -0.59 -0.26 -0.1876
C -0.676364 1.242098 1.164910 0.35 0.00 -0.45 -0.4366
S -0.856415 0.571494 2.847928 -0.24 0.07 -0.30 0.9742
C -1.384058 -1.082500 2.747018 0.11 0.62 -0.14 -1.1316
S -1.559951 -1.939277 4.102436 0.04 -0.36 0.24 0.6924
N -1.615391 -1.643013 1.466644 -0.08 0.39 1.01 -0.1344
C -2.518537 -1.247494 0.507238 0.17 0.42 0.44 -0.0804
C -2.296986 -2.074165 -0.527531 -0.63 0.01 -0.72 -0.1454
N -1.325082 -2.984990 -0.232450 0.17 -0.40 -0.82 0.0866
C -0.937797 -2.700913 0.973076 0.08 -0.71 -0.22 -0.2082
C 2.147176 -1.459026 1.387411 0.60 -0.16 -0.14 -0.1302
C 3.551809 -1.493786 2.041930 -1.05 0.30 0.09 -0.6541
Cl 3.428327 -0.802630 3.686722 0.26 -0.07 -0.05 0.6710
H 3.116795 -0.164712 -1.675111 0.17 -0.11 -0.16 0.1369
H 3.217387 0.815028 -0.244774 0.20 0.00 0.38 0.1302
H 1.062316 -2.555351 -0.738181 -0.09 -0.14 0.00 0.0636
H -0.083663 -0.726596 -0.283083 0.15 -0.18 0.06 0.0908
H 0.905631 0.188675 -1.381467 -0.15 -0.13 -0.22 0.1041
H 1.491958 1.141773 1.310112 0.17 0.22 0.07 0.1074
H 0.813906 1.988798 -0.109868 0.30 0.22 0.12 0.1137
H -1.379055 0.806614 0.462332 -0.19 -0.01 0.26 0.0454
H -0.934073 2.291832 1.245942 -0.05 -0.20 0.31 0.0326
H -3.204847 -0.436524 0.640637 -0.06 0.15 0.11 0.1325
H -2.833327 -1.997426 -1.455286 0.12 -0.38 -0.25 0.0963
H -0.175292 -3.263109 1.476906 0.03 0.17 0.42 0.1099
H 1.799923 -2.486256 1.432099 0.01 0.05 -0.17 0.0798
H 1.476406 -0.906285 2.032305 0.05 0.45 0.00 0.0645
H 3.868052 -2.516558 2.187148 0.34 -0.08 -0.24 0.0650
O 1.706792 -4.525141 0.750626 -0.13 -0.18 0.15 0.1535
C 2.501161 -5.280377 1.210806 -0.08 0.05 -0.12 -0.5383
O 3.665832 -4.915871 1.790866 -0.10 -0.12 -0.01 0.0630
C 4.228552 -6.074618 2.419541 0.20 -0.10 0.16 -0.0992
C 3.591924 -7.204486 1.639268 0.14 -0.19 0.03 -0.1040
O 2.350812 -6.621956 1.219231 0.17 -0.06 0.07 0.0536
H 5.312661 -6.062777 2.348191 -0.02 0.19 -0.11 0.1374
H 3.940174 -6.076940 3.471851 -0.05 0.01 -0.02 0.1369
H 4.166335 -7.481523 0.754222 0.00 0.06 -0.01 0.1360
H 3.417360 -8.091987 2.242013 -0.20 0.04 -0.03 0.1351
O -0.618902 3.955332 2.462680 -0.04 0.26 0.10 0.1399
C -1.730718 4.384484 2.462666 0.10 0.10 0.11 -0.5617
O -2.134965 5.466324 3.160771 -0.06 -0.16 -0.09 0.0726
C -3.461050 5.798167 2.726152 -0.23 0.30 0.03 -0.1048
C -3.965747 4.481957 2.184876 -0.26 -0.03 0.01 -0.1021
O -2.755320 3.846451 1.760136 0.03 0.06 0.08 0.0533
H -4.057054 6.170120 3.556136 0.18 -0.05 0.14 0.1364
H -3.397442 6.568838 1.960387 0.00 -0.06 -0.04 0.0980
H -4.438231 3.864258 2.951378 0.07 -0.02 0.02 0.1333
H -4.653977 4.600750 1.352110 0.17 -0.07 -0.14 0.1353
O -1.709198 2.054624 -1.712635 0.05 0.06 0.06 0.1724
C -2.119345 1.464245 -2.658010 0.00 -0.12 0.02 -0.5470
O -1.610883 1.564340 -3.908297 -0.14 0.06 0.11 0.0504
C -2.205788 0.540307 -4.711726 -0.01 -0.33 -0.30 -0.1112
C -3.500663 0.264676 -3.977977 -0.13 -0.08 -0.18 -0.1100
O -3.163808 0.597340 -2.627550 0.16 0.14 -0.08 0.0494
H -2.359240 0.890287 -5.729333 0.08 0.19 0.06 0.1365
H -1.539407 -0.323862 -4.727837 0.01 0.07 0.07 0.1240
H -4.317294 0.910389 -4.306346 0.02 0.03 0.02 0.1319
H -3.816891 -0.772989 -4.051482 0.04 -0.01 0.19 0.1326
O -2.651184 -10.655810 1.293170 -0.01 -0.04 0.01 0.1633
C -2.151569 -9.595971 1.106388 -0.02 -0.01 -0.01 -0.5718
O -1.538505 -8.853327 2.062883 -0.06 0.00 -0.18 0.0586
C -0.867601 -7.767286 1.414683 0.17 0.21 0.08 -0.1205
C -1.640766 -7.627441 0.124506 0.02 0.21 -0.12 -0.1122
O -2.113264 -8.962119 -0.092729 0.05 0.01 0.16 0.0583
H -0.904199 -6.870356 2.028240 -0.08 -0.10 0.12 0.1338
H 0.174117 -8.043451 1.250190 -0.02 -0.01 -0.04 0.1170
H -2.498437 -6.959605 0.220233 0.00 -0.02 0.04 0.1335
H -1.024493 -7.294021 -0.706198 -0.03 -0.16 -0.07 0.1341
O 0.802944 -0.226211 -4.097629 -0.03 -0.17 0.02 0.1650
C 1.258218 0.849502 -4.300286 0.04 0.24 0.09 -0.5703
O 1.864500 1.619937 -3.357617 -0.08 -0.11 -0.28 0.0433
C 2.475418 2.729847 -4.022035 0.16 0.20 0.08 -0.1081
C 1.665885 2.831878 -5.295288 -0.02 0.26 -0.10 -0.1142
O 1.242126 1.482154 -5.499764 0.03 -0.06 0.17 0.0612
H 2.416011 3.624750 -3.407713 -0.10 -0.12 0.14 0.1351
H 3.524763 2.494103 -4.208451 -0.02 -0.04 -0.03 0.1352
H 0.783417 3.464000 -5.180012 -0.01 -0.05 0.06 0.1331
H 2.248175 3.184710 -6.142784 -0.02 -0.19 -0.08 0.1322
O -3.726713 8.107586 0.146944 -0.03 -0.08 0.06 0.1598
C -2.719348 8.714050 0.319327 0.03 0.07 -0.05 -0.5652
O -1.759105 8.373973 1.215399 -0.12 0.11 -0.15 0.0514
C -0.615113 9.197984 0.969326 0.28 0.02 0.09 -0.1095
C -1.224182 10.399348 0.282217 0.14 0.20 0.01 -0.1149
O -2.376974 9.837621 -0.352037 0.04 -0.10 0.09 0.0670
H -0.114602 9.447776 1.901012 -0.14 -0.12 0.09 0.1351
H 0.078660 8.652887 0.327367 -0.04 0.00 -0.03 0.1354
H -1.549385 11.165731 0.987935 -0.02 -0.04 0.02 0.1337
H -0.562763 10.850909 -0.452507 -0.13 -0.06 -0.14 0.1329
```
Positions in Å, forces in eV/Å.



| no. | molar mass (g/mol) |
| --- | --- |
| 1 | 659.65 |
| 2 | 42.04 |
| 3 | 899.28 |